Entry w
# C5H13N2O2

An isolated ion of composition C5H13N2O2 and charge +1 (the ωB97M-V functional and the def2-TZVPD basis, OMol25).

Summary:
- LUMO energy: -0.1086 Eh
- Orbital gap: 0.374 Ha
- Highest occupied orbital energy: -13.13 eV
- SMILES: C[NH2+]CCN(C)C(=O)O

The geometry in ORCA input format:
```
! wB97M-V def2-TZVPD RIJCOSX def2/J DEFGRID3
* xyz 1 1
C -0.0793 -0.8741 -0.4548
C -0.9985 -0.5392 0.6540
C 1.6296 0.8186 -0.0704
C 2.2576 -1.6219 0.0937
C -2.3363 1.1037 -0.7253
N 1.3301 -0.5461 -0.1688
N -1.8439 0.7646 0.6111
O 2.8474 1.1602 -0.0267
O 0.7103 1.6182 -0.0227
H -0.0095 -1.9594 -0.6378
H -0.4883 -0.2424 -1.3546
H -1.8203 -1.2773 0.7109
H -0.5083 -0.6013 1.6942
H 1.6851 -2.3864 0.7975
H 2.5134 -2.0773 -0.8937
H 3.1281 -1.3225 0.6661
H -2.9925 0.3279 -1.0848
H -2.9090 2.0221 -0.5632
H -1.3979 1.1861 -1.3290
H -2.5479 0.8329 1.3308
H 2.9509 2.1760 -0.1370
H -1.1209 1.4375 0.9104
*
```

=====

Entry x
# C5H13N2O2

A 2-piece molecular cluster, C5H13N2O2 overall (the ωB97M-V functional and the def2-TZVPD basis, OMol25).

Summary:
- LUMO energy: -0.1029 Eh
- Orbital gap: 0.414 Ha
- Highest occupied orbital energy: -14.06 eV

The geometry in ORCA input format:
```
! wB97M-V def2-TZVPD RIJCOSX def2/J DEFGRID3
* xyz 1 1
C 1.0350 2.8617 1.4654
C 1.8828 -0.5780 -1.4830
C -1.1423 0.2879 1.7308
C -2.3400 0.5515 -0.4543
C 0.6265 -0.8328 -0.6351
N 1.5869 2.0897 0.7271
N -1.1387 0.8257 0.4559
O 0.3501 3.5337 2.0972
O -0.0025 0.4946 -0.5105
H 1.7445 0.3723 -2.0333
H 2.7879 -0.3892 -0.8475
H 2.0259 -1.3917 -2.1134
H -1.8214 -0.5308 1.9064
H -0.2178 -0.2400 1.9370
H -1.4134 1.1236 2.4364
H -2.0217 0.8549 -1.4341
H -2.5416 -0.5672 -0.2190
H -3.1356 1.1010 -0.0892
H 0.9498 -1.1807 0.2779
H -0.1323 -1.5447 -0.9922
H 0.6877 1.1953 -0.2175
H 2.5365 1.6940 0.4838
*
```

=====

Stability, descending: entry w, entry x